1.
The following is a DFT calculation (ωB97M-V/def2-TZVPD) of a 12-piece molecular cluster, C52H135N7O24 overall.

Calculated values
Charge   -1
Max |F|   3.95 eV Å⁻¹
Multiplicity   2
HOMO level (alpha / beta)   0.021 / -0.266 Eh
LUMO energy (alpha / beta)   1.658 / 1.635 eV

Positions of all 218 atoms, in Å:
C (1.601, -5.741, 6.908)
C (1.172, -7.223, 6.856)
O (0.926, -7.732, 5.609)
O (0.602, -4.947, 6.287)
H (2.573, -5.577, 6.444)
H (1.724, -5.338, 7.914)
H (0.253, -7.478, 7.383)
H (1.975, -7.798, 7.318)
H (0.970, -8.688, 5.689)
H (0.644, -5.139, 5.348)
C (5.867, -1.608, 7.237)
C (4.952, -1.721, 5.983)
O (5.491, -1.151, 4.832)
O (5.508, -0.391, 7.986)
H (6.940, -1.603, 7.043)
H (5.688, -2.411, 7.951)
H (3.959, -1.282, 6.088)
H (4.583, -2.742, 5.888)
H (6.106, -1.812, 4.505)
H (6.176, -0.323, 8.672)
C (5.893, -5.607, 4.617)
C (6.481, -5.701, 3.138)
O (5.681, -5.124, 2.064)
O (6.170, -4.390, 5.135)
H (6.316, -6.412, 5.218)
H (4.843, -5.892, 4.689)
H (6.657, -6.761, 2.955)
H (7.365, -5.067, 3.068)
H (4.880, -5.639, 2.187)
H (6.972, -4.013, 4.767)
C (0.104, -7.259, -0.548)
C (0.336, -7.927, -1.999)
O (-0.447, -9.143, -1.952)
O (0.997, -6.186, -0.442)
H (0.269, -7.970, 0.262)
H (-0.917, -6.882, -0.490)
H (1.404, -8.123, -2.101)
H (-0.090, -7.333, -2.807)
H (-0.896, -9.199, -2.799)
H (0.666, -5.518, 0.163)
C (3.477, -9.581, 3.512)
C (2.660, -8.416, 2.810)
O (2.824, -7.143, 3.448)
O (2.818, -10.239, 4.546)
H (4.306, -9.224, 4.123)
H (3.842, -10.281, 2.761)
H (1.646, -8.803, 2.712)
H (3.093, -8.235, 1.826)
H (2.335, -7.239, 4.269)
H (2.635, -11.127, 4.231)
C (-8.544, 8.212, 0.208)
O (-7.208, 8.083, 0.603)
C (-6.731, 6.771, 0.300)
C (-7.718, 5.560, 0.490)
N (-7.927, 5.079, 1.842)
C (-8.815, 3.867, 2.026)
C (-8.407, 2.655, 1.206)
O (-7.142, 2.029, 1.579)
C (-7.163, 0.650, 1.106)
H (-8.702, 7.805, -0.791)
H (-8.929, 9.223, 0.070)
H (-9.241, 7.719, 0.886)
H (-5.826, 6.502, 0.845)
H (-6.375, 6.851, -0.727)
H (-7.255, 4.705, -0.002)
H (-8.684, 5.647, -0.009)
H (-6.993, 4.997, 2.219)
H (-9.801, 4.306, 1.872)
H (-8.766, 3.645, 3.092)
H (-8.418, 2.996, 0.171)
H (-9.225, 1.977, 1.452)
H (-7.269, 0.809, 0.033)
H (-7.928, 0.002, 1.534)
H (-6.175, 0.204, 1.225)
C (-5.400, 0.937, -2.637)
O (-4.617, 2.048, -2.152)
C (-5.023, 2.595, -0.930)
C (-4.232, 3.859, -0.504)
N (-4.040, 4.848, -1.482)
C (-3.101, 5.952, -1.094)
C (-1.568, 5.636, -1.033)
O (-1.148, 5.214, 0.232)
C (0.125, 4.574, 0.295)
H (-5.680, 0.235, -1.851)
H (-4.972, 0.299, -3.410)
H (-6.327, 1.330, -3.053)
H (-4.783, 1.778, -0.248)
H (-6.098, 2.718, -1.067)
H (-3.341, 3.713, 0.106)
H (-4.963, 4.246, 0.206)
H (-3.687, 4.199, -2.170)
H (-3.397, 6.333, -0.116)
H (-3.308, 6.791, -1.758)
H (-1.085, 6.608, -1.128)
H (-1.253, 4.964, -1.831)
H (0.786, 4.735, -0.557)
H (0.009, 3.497, 0.413)
H (0.461, 5.071, 1.205)
C (1.732, 0.471, -3.470)
O (1.497, 1.432, -4.504)
C (2.476, 2.207, -5.037)
C (1.960, 3.352, -5.929)
N (0.986, 2.989, -6.912)
C (1.464, 1.934, -7.834)
C (2.810, 2.286, -8.592)
O (3.067, 3.524, -9.031)
C (1.991, 4.120, -9.726)
H (0.815, -0.106, -3.348)
H (1.810, 0.982, -2.510)
H (2.572, -0.200, -3.649)
H (3.191, 1.641, -5.635)
H (3.073, 2.588, -4.209)
H (2.781, 3.836, -6.459)
H (1.517, 4.086, -5.256)
H (0.142, 2.632, -6.488)
H (0.744, 1.799, -8.641)
H (1.461, 0.995, -7.280)
H (2.901, 1.707, -9.510)
H (3.629, 1.985, -7.939)
H (2.216, 5.095, -10.158)
H (1.096, 4.253, -9.118)
H (1.614, 3.515, -10.550)
C (11.407, 2.363, 2.729)
O (10.930, 1.488, 1.652)
C (9.624, 0.936, 1.881)
C (8.541, 2.000, 1.419)
N (7.184, 1.647, 1.691)
C (6.888, 1.544, 3.189)
C (5.324, 1.418, 3.257)
O (4.695, 2.502, 2.697)
C (3.356, 2.187, 2.482)
H (12.494, 2.295, 2.696)
H (11.169, 1.767, 3.610)
H (11.018, 3.380, 2.771)
H (9.492, 0.617, 2.915)
H (9.581, -0.018, 1.356)
H (8.673, 2.136, 0.345)
H (8.802, 2.972, 1.839)
H (6.654, 2.413, 1.300)
H (7.162, 2.446, 3.735)
H (7.184, 0.586, 3.616)
H (5.189, 1.471, 4.337)
H (5.133, 0.440, 2.816)
H (2.881, 2.182, 3.463)
H (3.114, 1.310, 1.881)
H (2.869, 3.086, 2.104)
C (1.529, -0.470, 4.420)
O (1.079, 0.610, 3.549)
C (-0.394, 0.567, 3.574)
C (-0.918, 1.698, 2.645)
N (-0.800, 3.099, 3.209)
C (-1.658, 3.325, 4.430)
C (-3.202, 2.984, 4.028)
O (-3.268, 1.644, 4.434)
C (-4.284, 0.860, 3.972)
H (1.041, -1.380, 4.072)
H (1.325, -0.268, 5.471)
H (2.603, -0.444, 4.233)
H (-0.846, 0.675, 4.560)
H (-0.819, -0.325, 3.113)
H (-1.904, 1.597, 2.192)
H (-0.232, 1.626, 1.801)
H (0.136, 3.190, 3.579)
H (-1.428, 4.376, 4.603)
H (-1.423, 2.875, 5.394)
H (-3.479, 3.086, 2.978)
H (-3.922, 3.576, 4.592)
H (-4.484, 0.902, 2.901)
H (-5.207, 1.176, 4.459)
H (-4.092, -0.203, 4.114)
C (-5.696, -1.612, -11.308)
O (-4.353, -1.095, -11.318)
C (-3.667, -0.913, -10.075)
C (-3.994, 0.494, -9.564)
N (-3.952, 0.563, -8.143)
C (-3.832, 1.858, -7.441)
C (-3.325, 1.645, -6.046)
O (-2.043, 1.023, -6.095)
C (-1.445, 0.884, -4.914)
H (-5.763, -2.519, -10.708)
H (-6.326, -1.681, -12.194)
H (-6.271, -0.906, -10.708)
H (-2.594, -1.006, -10.242)
H (-3.958, -1.772, -9.470)
H (-5.063, 0.546, -9.769)
H (-3.339, 1.117, -10.172)
H (-3.309, -0.087, -7.714)
H (-4.731, 2.472, -7.398)
H (-3.209, 2.527, -8.034)
H (-3.872, 0.899, -5.470)
H (-3.195, 2.584, -5.509)
H (-0.539, 0.285, -5.003)
H (-1.974, 0.547, -4.022)
H (-1.014, 1.872, -4.751)
C (2.946, -3.613, 3.131)
O (1.855, -3.240, 2.311)
C (2.275, -2.824, 1.008)
C (1.424, -1.616, 0.560)
N (0.023, -2.046, 0.214)
C (-0.673, -0.937, -0.417)
C (-2.041, -1.378, -1.113)
O (-3.089, -1.770, -0.176)
C (-3.462, -0.672, 0.652)
H (3.432, -4.517, 2.765)
H (2.612, -4.152, 4.018)
H (3.612, -2.768, 3.304)
H (2.221, -3.632, 0.278)
H (3.248, -2.332, 1.013)
H (1.758, -1.093, -0.336)
H (1.377, -0.846, 1.329)
H (-0.337, -2.257, 1.134)
H (-0.178, -0.438, -1.250)
H (-0.886, -0.102, 0.251)
H (-1.843, -2.154, -1.853)
H (-2.277, -0.488, -1.696)
H (-4.411, -0.972, 1.096)
H (-3.716, 0.203, 0.054)
H (-2.811, -0.485, 1.506)

Results of the Löwdin charge analysis, in e, for atoms 1 through 6: C -0.24; C -0.31; O -0.10; O -0.08; H 0.10; H 0.11

2.
The following is a DFT calculation (ωB97M-V/def2-TZVPD) of a 13-piece molecular cluster, C52H138N8O21 overall.

Calculated values
Max |F|   2.87 eV Å⁻¹
HOMO level   -0.297 Eh
LUMO energy   0.529 eV

Positions of all 219 atoms, in Å:
C (12.095, 11.476, 17.358)
O (12.746, 12.719, 17.504)
C (14.164, 12.710, 17.198)
C (14.933, 13.483, 18.234)
N (14.776, 13.032, 19.594)
C (15.565, 11.823, 19.975)
C (15.294, 11.431, 21.382)
O (13.948, 11.055, 21.463)
C (13.372, 11.244, 22.769)
H (12.754, 10.681, 17.683)
H (11.786, 11.330, 16.318)
H (11.189, 11.495, 17.911)
H (14.182, 13.039, 16.156)
H (14.538, 11.686, 17.130)
H (14.713, 14.510, 18.088)
H (15.996, 13.429, 17.961)
H (13.802, 12.786, 19.698)
H (16.631, 12.057, 19.888)
H (15.328, 11.031, 19.267)
H (15.533, 12.258, 22.056)
H (15.957, 10.547, 21.572)
H (12.934, 12.253, 22.902)
H (14.158, 11.162, 23.553)
H (12.600, 10.509, 22.925)
C (9.349, 15.821, 25.481)
O (8.922, 14.457, 25.284)
C (9.903, 13.753, 24.594)
C (9.254, 12.398, 24.278)
N (9.963, 11.723, 23.215)
C (9.553, 12.091, 21.905)
C (10.427, 11.298, 20.895)
O (10.186, 9.917, 21.041)
C (10.777, 9.087, 20.143)
H (8.725, 16.253, 26.245)
H (9.259, 16.382, 24.510)
H (10.447, 15.922, 25.743)
H (10.721, 13.540, 25.296)
H (10.204, 14.346, 23.718)
H (8.176, 12.550, 24.037)
H (9.247, 11.770, 25.209)
H (9.851, 10.737, 23.350)
H (9.611, 13.162, 21.753)
H (8.529, 11.782, 21.706)
H (11.491, 11.515, 21.028)
H (10.089, 11.500, 19.853)
H (11.823, 8.905, 20.404)
H (10.784, 9.506, 19.144)
H (10.288, 8.137, 20.116)
C (11.664, 9.408, 26.121)
O (11.680, 10.085, 27.350)
C (12.828, 10.947, 27.419)
C (12.701, 11.952, 28.565)
N (13.664, 13.027, 28.482)
C (13.653, 14.103, 29.412)
C (12.480, 15.002, 29.386)
O (12.613, 15.791, 28.291)
C (11.745, 16.903, 28.293)
H (10.900, 8.640, 26.100)
H (12.620, 8.888, 25.846)
H (11.525, 10.036, 25.277)
H (12.939, 11.594, 26.465)
H (13.704, 10.372, 27.547)
H (12.808, 11.432, 29.524)
H (11.616, 12.190, 28.596)
H (13.932, 13.262, 27.515)
H (14.550, 14.669, 29.338)
H (13.650, 13.695, 30.417)
H (12.440, 15.609, 30.311)
H (11.563, 14.385, 29.468)
H (11.646, 17.123, 29.371)
H (10.734, 16.660, 27.929)
H (12.217, 17.779, 27.747)
C (17.825, 15.848, 20.479)
O (17.906, 16.209, 21.860)
C (17.893, 15.052, 22.700)
C (17.408, 15.335, 24.102)
N (16.071, 15.909, 23.971)
C (15.501, 16.233, 25.259)
C (15.522, 15.060, 26.213)
O (14.994, 13.891, 25.740)
C (13.727, 13.927, 25.170)
H (16.898, 15.235, 20.280)
H (18.683, 15.229, 20.154)
H (17.673, 16.810, 19.914)
H (18.849, 14.565, 22.722)
H (17.197, 14.324, 22.168)
H (18.140, 15.935, 24.655)
H (17.356, 14.377, 24.660)
H (16.145, 16.729, 23.382)
H (14.466, 16.625, 25.147)
H (16.161, 16.969, 25.792)
H (14.920, 15.326, 27.104)
H (16.499, 14.789, 26.652)
H (13.433, 12.865, 25.027)
H (13.615, 14.448, 24.197)
H (12.953, 14.397, 25.806)
C (22.622, 16.728, 22.658)
O (21.558, 17.237, 23.424)
C (20.549, 17.820, 22.649)
C (19.536, 18.512, 23.563)
N (18.460, 19.127, 22.764)
C (17.601, 19.889, 23.688)
C (16.317, 20.121, 23.086)
O (15.555, 18.917, 23.180)
C (14.720, 18.703, 22.090)
H (22.239, 15.896, 22.065)
H (23.407, 16.343, 23.301)
H (22.991, 17.493, 21.911)
H (19.988, 17.125, 21.991)
H (20.945, 18.552, 21.955)
H (19.940, 19.328, 24.157)
H (19.136, 17.780, 24.323)
H (17.905, 18.347, 22.422)
H (18.097, 20.840, 23.873)
H (17.509, 19.375, 24.649)
H (16.363, 20.296, 22.043)
H (15.769, 20.941, 23.559)
H (13.966, 19.520, 21.889)
H (14.252, 17.766, 22.264)
H (15.305, 18.646, 21.141)
C (13.858, 18.413, 18.481)
O (15.102, 17.798, 17.973)
C (14.808, 17.291, 16.662)
C (16.117, 17.065, 15.890)
N (16.855, 15.937, 16.450)
C (18.113, 15.738, 15.773)
C (18.733, 14.419, 16.172)
O (18.872, 14.279, 17.565)
C (19.170, 12.935, 17.978)
H (13.376, 18.954, 17.717)
H (14.101, 19.047, 19.352)
H (13.156, 17.565, 18.750)
H (14.206, 18.002, 16.117)
H (14.192, 16.346, 16.821)
H (16.800, 17.963, 15.875)
H (15.720, 16.825, 14.855)
H (16.873, 15.858, 17.488)
H (18.707, 16.580, 16.047)
H (17.915, 15.782, 14.673)
H (19.692, 14.219, 15.619)
H (18.024, 13.603, 15.890)
H (20.034, 12.578, 17.408)
H (18.358, 12.312, 17.661)
H (19.254, 12.874, 19.051)
C (19.459, 19.835, 12.493)
O (19.333, 19.305, 13.773)
C (20.081, 20.111, 14.665)
C (20.013, 19.633, 16.076)
N (20.554, 18.292, 16.229)
C (20.404, 17.691, 17.504)
C (21.444, 18.218, 18.519)
O (22.712, 17.724, 18.167)
C (23.840, 18.276, 18.854)
H (19.173, 19.078, 11.763)
H (20.498, 20.067, 12.238)
H (18.949, 20.755, 12.297)
H (19.816, 21.152, 14.685)
H (21.176, 20.100, 14.300)
H (19.002, 19.606, 16.462)
H (20.555, 20.397, 16.658)
H (21.527, 18.297, 15.894)
H (20.558, 16.615, 17.377)
H (19.383, 17.857, 17.845)
H (21.177, 17.924, 19.529)
H (21.403, 19.299, 18.526)
H (24.199, 19.163, 18.307)
H (24.615, 17.524, 18.956)
H (23.463, 18.605, 19.812)
C (14.062, 19.230, 35.071)
O (14.534, 18.371, 34.020)
C (15.774, 18.808, 33.523)
C (16.033, 18.124, 32.196)
N (14.935, 18.373, 31.302)
C (14.901, 17.491, 30.137)
C (15.775, 18.052, 28.997)
O (17.127, 18.032, 29.299)
C (17.977, 18.364, 28.219)
H (14.838, 19.277, 35.855)
H (13.083, 18.913, 35.443)
H (13.881, 20.225, 34.628)
H (16.567, 18.546, 34.237)
H (15.683, 19.893, 33.363)
H (16.225, 17.016, 32.320)
H (16.940, 18.535, 31.726)
H (14.078, 18.488, 31.767)
H (13.876, 17.433, 29.707)
H (15.287, 16.497, 30.251)
H (15.400, 19.064, 28.779)
H (15.609, 17.383, 28.113)
H (18.671, 17.559, 28.263)
H (18.354, 19.422, 28.314)
H (17.504, 18.178, 27.276)
O (17.601, 19.562, 18.109)
H (16.781, 19.061, 18.196)
H (17.592, 20.277, 18.725)
O (19.387, 20.744, 20.098)
H (19.446, 19.961, 19.559)
H (19.170, 20.378, 20.983)
O (14.170, 15.102, 21.587)
H (14.492, 14.500, 20.868)
H (14.794, 14.970, 22.301)
C (17.758, 13.699, 30.022)
C (17.757, 12.531, 29.010)
O (16.774, 11.522, 29.366)
H (18.032, 13.365, 31.006)
H (16.799, 14.227, 29.973)
H (18.512, 14.440, 29.697)
H (18.687, 11.938, 29.067)
H (17.722, 12.939, 28.011)
H (15.911, 11.873, 29.114)
C (16.473, 10.472, 25.921)
C (17.307, 10.329, 24.591)
O (16.928, 9.183, 23.802)
H (17.040, 11.093, 26.605)
H (16.264, 9.508, 26.386)
H (15.566, 10.953, 25.658)
H (18.362, 10.164, 24.900)
H (17.155, 11.223, 23.996)
H (16.016, 8.966, 24.091)

Results of the Löwdin charge analysis, in e, for atoms 1 through 6: C -0.11; O -0.19; C -0.19; C -0.21; N -0.05; C -0.17

Among the records above, which one has the highest max |F|?
C52H135N7O24

The lowest max |F| belongs to which entry?
C52H138N8O21

The highest max |F| belongs to which entry?
C52H135N7O24